12
Properties=species:S:1:pos:R:3:mulliken_charge:R:1 method="wB97M-V/def2-TZVPD" relative_energy_kcal_mol=99.31 max_force_ev_per_a=3.1 e_tot_ha=-868.02698 e_lumo_ev=-1.34
C 0.789 -0.775 -1.204 -0.496
C -0.221 -0.496 -0.082 -0.023
C -0.173 0.398 -1.378 -0.027
Si -0.309 1.289 3.225 0.157
Cl -1.473 0.383 -2.588 -0.212
H 1.830 -0.496 -1.002 0.211
H 0.713 -1.633 -1.927 0.250
H -1.067 -1.130 0.041 0.330
H 0.149 1.539 -1.172 0.277
H 0.193 -0.003 0.867 -0.346
H 0.871 0.859 2.496 -0.073
H -1.302 0.066 2.724 -0.048

***

14
Properties=species:S:1:pos:R:3:mulliken_charge:R:1 method="wB97M-V/def2-TZVPD" smiles=CCC(F)(F)F.O relative_energy_kcal_mol=4.22 max_force_ev_per_a=5.0 e_tot_ha=-493.34958 e_lumo_ev=0.83
F 3.273 1.170 -1.218 -0.230
F 1.289 1.131 -2.181 -0.254
F 1.712 2.231 -0.268 -0.256
C 0.000 0.000 0.000 -1.080
C 1.971 1.201 -1.044 0.815
C 1.477 -0.037 -0.278 -0.545
H -0.565 0.124 -0.939 0.299
H -0.201 0.869 0.649 0.291
H -0.360 -0.910 0.509 0.321
H 1.973 -0.052 0.711 0.296
H 1.809 -0.935 -0.835 0.331
O 6.022 0.442 -1.852 -0.616
H 6.653 -0.270 -2.102 0.309
H 5.350 0.441 -2.571 0.319

***

14
Properties=species:S:1:pos:R:3:mulliken_charge:R:1 method="wB97M-V/def2-TZVPD" charge=+1 max_force_ev_per_a=6.3 e_tot_ha=-472.50060 e_lumo_ev="-4.75 / -7.04" spin_multiplicity=5
Ir -0.922 -0.424 -1.130 1.199
F -1.119 -1.908 0.021 -0.412
O 0.721 0.041 -1.720 -0.537
C 1.659 0.698 -0.935 -0.079
C 1.363 0.725 0.565 -0.638
O 0.148 1.351 0.894 -0.276
C -1.002 0.520 1.159 -0.812
H 1.748 1.755 -1.262 0.293
H 2.668 0.244 -1.039 0.325
H 2.160 1.296 1.068 0.353
H 1.368 -0.310 0.961 0.349
H -1.763 -0.059 1.729 0.374
H -0.950 -1.268 1.050 0.589
H -1.463 1.315 1.786 0.270

***

14
Properties=species:S:1:pos:R:3:mulliken_charge:R:1 method="wB97M-V/def2-TZVPD" charge=+1 smiles="C/C(N)=N/[NH+]=C/F" relative_energy_kcal_mol=47.58 max_force_ev_per_a=4.0 e_tot_ha=-382.31730 e_lumo_ev=-4.87
C 0.821 0.105 -0.040 0.786
C -2.566 -0.442 0.013 0.169
C 1.851 -0.964 -0.027 -0.936
N -1.542 0.273 -0.192 0.185
N -0.378 -0.388 -0.204 -0.562
N 1.027 1.407 0.229 -0.352
F -3.757 0.182 0.049 -0.147
H -2.521 -1.516 -0.073 0.377
H 2.840 -0.680 0.515 0.317
H 1.319 -1.985 0.191 0.289
H 2.225 -1.201 -1.047 0.288
H -1.507 1.358 -0.127 0.308
H 1.887 1.766 0.511 0.203
H 0.302 2.085 0.203 0.076

***

13
Properties=species:S:1:pos:R:3:mulliken_charge:R:1 method="wB97M-V/def2-TZVPD" charge=+1 relative_energy_kcal_mol=81.38 max_force_ev_per_a=5.6 e_tot_ha=-347.97146 e_lumo_ev="-5.03 / -5.11"
C -0.656 -2.071 -0.548 0.385
C -0.377 -0.292 1.147 -0.815
C -0.082 0.977 0.356 -0.565
N 1.055 1.033 -0.674 -0.216
O -0.118 -3.062 -0.743 -0.255
F -1.719 -1.600 -1.279 -0.165
H 0.408 -0.702 1.733 0.347
H -1.436 -0.443 1.301 0.405
H -1.006 1.207 -0.055 0.398
H 0.164 1.812 0.959 0.449
H 1.182 2.032 -0.691 0.363
H 0.780 0.486 -1.406 0.308
H 1.805 0.622 -0.100 0.362

***

14
Properties=species:S:1:pos:R:3:mulliken_charge:R:1 method="wB97M-V/def2-TZVPD" relative_energy_kcal_mol=13.67 max_force_ev_per_a=1.4 e_tot_ha=-407.04387 e_lumo_ev="-1.00 / -1.57" spin_multiplicity=2
Y 2.385 0.363 0.008 1.072
O 1.813 -1.417 0.830 -0.687
C 0.484 -1.607 1.176 -0.360
C -0.447 -0.969 0.153 -0.381
O 0.030 0.358 -0.084 -0.204
C -0.788 1.128 -0.953 -0.699
H 0.252 -1.168 2.170 0.287
H 0.211 -2.679 1.239 0.308
H -1.486 -0.924 0.518 0.361
H -0.426 -1.523 -0.802 0.320
H -0.352 2.135 -1.032 0.364
H -0.839 0.654 -1.945 0.284
H -1.803 1.199 -0.535 0.231
F 0.966 4.451 -0.743 -0.898

***

13
Properties=species:S:1:pos:R:3:mulliken_charge:R:1 method="wB97M-V/def2-TZVPD" relative_energy_kcal_mol=147.91 max_force_ev_per_a=3.7 e_tot_ha=-691.56301 e_lumo_ev=-0.60
C -0.838 0.181 0.845 -0.049
C -1.924 0.757 0.035 -0.815
C 1.847 -0.614 0.454 -0.878
O 1.256 1.650 -0.299 -0.733
F -0.448 -1.599 -0.269 -0.603
S 0.613 0.335 -0.248 0.861
H -2.320 1.550 0.642 0.371
H -2.705 0.002 0.286 0.302
H -1.759 1.180 -0.963 0.306
H 2.721 -0.023 0.352 0.395
H 1.742 -0.918 1.589 0.288
H 1.963 -1.519 -0.120 0.348
H 0.678 -0.003 -1.621 0.208

***

13
Properties=species:S:1:pos:R:3:mulliken_charge:R:1 method="wB97M-V/def2-TZVPD" relative_energy_kcal_mol=122.88 max_force_ev_per_a=6.9 e_tot_ha=-691.60289 e_lumo_ev=-0.42
C 0.726 -0.733 -0.175 -0.523
C 0.322 0.708 0.191 0.571
C -1.167 0.845 0.592 -0.947
H 2.774 -0.646 -1.111 0.361
H 0.056 -1.779 0.254 0.132
H 0.482 -0.692 -1.369 0.371
H 0.744 1.073 1.065 0.311
H -1.621 1.843 0.471 0.394
H -1.155 0.284 1.525 0.347
H -1.480 -1.538 -0.353 0.103
O 2.105 -0.557 0.126 -0.586
F 0.608 1.437 -0.840 -0.322
S -2.393 -0.245 -0.377 -0.212